Here is C3H5N3O3 in the gas phase from the Open Molecules 2025 dataset. Energies are from the ωB97M-V functional and the def2-TZVPD basis.

Calculated values
SMILES: N=C=C(N)N(O)C(=O)O
Spin multiplicity: 1
F_max (eV/Å): 4.0
E_HOMO (spin up / spin down) (eV): -6.87 / -6.87
Frontier orbital gap (spin up / spin down) (eV): 6.670 / 6.669
Energy relative to the best compared isomer or geometry (same formula, charge and spin) (kJ/mol): 549.4

CARTESIAN COORDINATES (ANGSTROEM)
C1 0.2640 0.5187 1.6229
C2 0.1093 -0.1831 -0.7478
C3 1.3210 -0.6770 -0.7887
N1 -0.6402 -0.1952 -1.9182
O1 -1.7864 0.6224 0.4123
O2 -0.5958 0.9084 2.5931
N2 -0.4117 0.2604 0.4471
N3 2.3811 -1.1768 -0.8100
O3 1.4659 0.4260 1.8238
H1 -1.8357 1.0593 -0.4643
H2 -1.4760 0.8588 2.1613
H3 -1.5125 -0.6991 -1.7676
H4 -0.1207 -0.6493 -2.6738
H5 2.8378 -1.0733 0.1098

***

Here is 7 unconnected molecules or ions with the total composition C28H35N7 from the Open Molecules 2025 dataset. Energies are from the ωB97M-V functional and the def2-TZVPD basis.

Calculated values
SMILES: c1cc[nH]c1.c1cc[nH]c1.c1cc[nH]c1.c1cc[nH]c1.c1cc[nH]c1.c1cc[nH]c1.c1cc[nH]c1
Spin multiplicity: 1
F_max (eV/Å): 1.1
E_HOMO (eV): -8.07
Frontier orbital gap (eV): 8.802
Energy relative to the best compared isomer or geometry (same formula, charge and spin) (kJ/mol): 25.2

CARTESIAN COORDINATES (ANGSTROEM)
N1 -5.1201 1.1834 0.5410
C1 -5.9510 2.0086 -0.1565
C2 -5.3387 2.2928 -1.3428
C3 -4.0880 1.6165 -1.3576
C4 -3.9947 0.9232 -0.1837
H1 -5.3031 0.8410 1.4657
H2 -6.8483 2.3804 0.3048
H3 -5.7751 2.8995 -2.1198
H4 -3.3915 1.5797 -2.1742
H5 -3.1945 0.2729 0.1236
N2 -0.9423 -1.4489 -0.9777
C5 -0.1867 -0.9461 0.0386
C6 -0.0821 0.4059 -0.1633
C7 -0.8181 0.7346 -1.3315
C8 -1.3667 -0.4322 -1.7966
H6 -1.2637 -2.3964 -1.0679
H7 0.2510 -1.5171 0.8364
H8 0.4853 1.0979 0.4382
H9 -0.9181 1.6537 -1.8833
H10 -1.9300 -0.6911 -2.6773
N3 1.6898 -1.0055 -2.3573
C9 1.3760 -1.9146 -3.3465
C10 2.5211 -2.1825 -4.0433
C11 3.5837 -1.4936 -3.3745
C12 3.0202 -0.7834 -2.3410
H11 1.0404 -0.6451 -1.6713
H12 0.3407 -2.1732 -3.4952
H13 2.6538 -2.8239 -4.8989
H14 4.6069 -1.5095 -3.7065
H15 3.5004 -0.1788 -1.5910
N4 4.3291 2.6160 2.6861
C13 4.0553 2.4546 4.0134
C14 2.7259 2.1543 4.1241
C15 2.1757 2.1507 2.8077
C16 3.1765 2.4926 1.9473
H16 5.1934 2.8872 2.2558
H17 4.8152 2.5282 4.7711
H18 2.2030 2.0381 5.0579
H19 1.1266 2.0061 2.6061
H20 3.1878 2.5640 0.8737
N5 2.1074 -3.8927 -1.0319
C17 1.1721 -3.9207 -0.0357
C18 1.8294 -4.0548 1.1533
C19 3.2187 -4.1885 0.8436
C20 3.3484 -4.0840 -0.5012
H21 1.9527 -3.6888 -2.0070
H22 0.1453 -3.7597 -0.3103
H23 1.4158 -4.0524 2.1482
H24 4.0032 -4.4018 1.5493
H25 4.2111 -4.0561 -1.1444
N6 -1.7952 -4.3061 1.9551
C21 -2.3311 -4.5116 0.7120
C22 -3.0940 -3.4128 0.4051
C23 -3.0464 -2.5359 1.5242
C24 -2.2340 -3.1098 2.4608
H26 -1.2657 -4.9535 2.5103
H27 -2.1289 -5.4142 0.1622
H28 -3.5554 -3.2552 -0.5568
H29 -3.4433 -1.5368 1.5697
H30 -1.8893 -2.7876 3.4274
N7 0.1161 6.4012 -0.7286
C25 -0.5755 5.3081 -1.1730
C26 -0.4755 4.3403 -0.2315
C27 0.2671 4.8715 0.8514
C28 0.6275 6.1453 0.5045
H31 0.2144 7.2577 -1.2392
H32 -1.0691 5.2970 -2.1290
H33 -1.0006 3.4008 -0.3001
H34 0.5763 4.3441 1.7374
H35 1.1533 6.9170 1.0407

***

Here is C14H15FN2O2S in the gas phase from the Open Molecules 2025 dataset. Energies are from the ωB97M-V functional and the def2-TZVPD basis.

Calculated values
SMILES: O=S(=O)(NCc1ccccc1)NCc1ccccc1F
Spin multiplicity: 1
F_max (eV/Å): 0.9
E_HOMO (eV): -9.08
Frontier orbital gap (eV): 9.760
Energy relative to the best compared isomer or geometry (same formula, charge and spin) (kJ/mol): 68.8

CARTESIAN COORDINATES (ANGSTROEM)
O1 -3.5927 0.2081 -1.2758
S1 -2.9127 0.9426 -0.2538
O2 -3.4722 2.1748 0.2137
N1 -2.6759 0.0137 1.1104
H1 -3.4154 0.2195 1.7652
C1 -2.5170 -1.4107 0.8440
C2 -1.1699 -1.6437 0.2166
C3 -1.0468 -1.7796 -1.1594
C4 0.1980 -1.9679 -1.7341
C5 1.3292 -2.0305 -0.9384
C6 1.2130 -1.8963 0.4341
C7 -0.0301 -1.6975 1.0073
H2 -0.1194 -1.5867 2.0780
H3 2.0927 -1.9463 1.0585
H4 2.2999 -2.1854 -1.3860
H5 0.2860 -2.0685 -2.8058
H6 -1.9310 -1.7245 -1.7761
H7 -2.5884 -1.9412 1.7965
H8 -3.3085 -1.7597 0.1694
N2 -1.3608 1.1432 -0.7528
H9 -1.2390 1.0918 -1.7496
C8 -0.5642 2.1323 -0.0620
C9 0.8477 1.6442 0.1245
C10 1.6464 1.3660 -0.9777
C11 2.9495 0.9240 -0.8606
C12 3.4831 0.7479 0.4039
C13 2.7095 1.0090 1.5215
C14 1.4042 1.4486 1.3800
H10 0.8033 1.6506 2.2535
H11 3.1240 0.8692 2.5083
H12 4.5009 0.4060 0.5128
H13 3.5264 0.7285 -1.7506
F1 1.1370 1.5458 -2.2178
H14 -1.0464 2.2834 0.9039
H15 -0.5603 3.0891 -0.6019

***

Here is a molecular structure, C3H10N4O from the Open Molecules 2025 dataset. Energies are from the ωB97M-V functional and the def2-TZVPD basis.

Calculated values
Spin multiplicity: 1
F_max (eV/Å): 7.5
E_HOMO (eV): -7.72
Frontier orbital gap (eV): 8.278
Energy relative to the best compared isomer or geometry (same formula, charge and spin) (kJ/mol): 901.6

CARTESIAN COORDINATES (ANGSTROEM)
C1 1.8303 1.1705 -0.1744
C2 -0.2885 -0.0901 0.0462
C3 -0.9312 -1.1135 0.6041
H1 2.8734 0.6823 0.1185
H2 1.5715 1.9544 0.7464
H3 1.6292 1.5369 -1.1377
H4 1.6354 -1.2573 -1.3456
H5 2.7164 -1.3238 0.1623
H6 -1.4654 -0.4816 1.4138
H7 -0.2988 -1.8651 1.1436
H8 -2.4271 -1.4096 -0.9281
H9 -2.1042 2.7365 -0.1369
H10 -2.7577 0.6341 0.7362
N1 1.0918 -0.1362 0.0907
N2 1.6638 -1.4684 -0.2580
N3 -0.8137 1.0465 -0.3396
N4 -2.1606 1.3541 -0.2188
O1 -1.7648 -1.9699 -0.5226